Below is one molecule with the formula C4H5O4P in a non-equilibrium geometry, with properties calculated with wB97M-V/def2-TZVPD.

The strongest force on any atom is 3.36 eV/A. The calculation puts the gap between HOMO and LUMO at 0.26712 hartree. As for the relative energy (zero: lowest compared OMol25 entry of this formula, charge and spin): 3.436 eV. As for the total energy: -21703.371 eV. As for the net charge: 0. The HOMO energy is -7.740 eV. For the LUMO energy, the calculation gives -0.47 eV.

Atoms and positions in Å:
C  -1.05698  0.14452  -0.25834
C  0.31977  0.53393  -0.17656
C  -1.37543  -1.15423  -0.32742
C  1.37952  -0.36379  -0.12149
O  -2.13709  1.05322  -0.16607
O  0.57257  1.87470  -0.37823
O  -2.61774  -1.68670  -0.36095
O  2.70884  0.10120  -0.36349
P  0.95319  -2.17716  -0.16169
H  -1.86273  2.05203  -0.31580
H  1.52751  1.88535  -0.73804
H  -3.14407  -1.25486  0.37680
H  3.42611  -0.52183  -0.15388
H  0.77031  -2.30351  1.22028